# 1
Here is a structure of composition C22H21Cl5CsN5O4S2 from OMol25. Energies are from wB97M-V/def2-TZVPD.

Structure (XYZ):
```
60
Properties=species:S:1:pos:R:3
O -1.12486 -1.24288 -3.80667
H 4.41865 -0.43632 -3.60864
O 2.09797 -2.02221 -6.53300
H -2.70567 3.35994 2.20416
C 5.06854 -1.15146 1.84503
Cl -2.92862 -1.88780 2.59703
H 1.23318 0.60403 2.66831
Cs -1.52826 -0.66313 -1.17170
C -4.44146 -1.18990 1.97226
N 2.69383 -0.18675 -2.43503
H 2.33250 2.09944 0.25870
N 1.39578 -0.54421 -2.46187
Cl -8.27619 0.57400 0.49370
C -1.57430 3.70774 0.41861
C 2.46708 -1.35802 -4.26400
C -5.62392 -1.54798 2.61282
C 4.60069 -2.30150 2.43536
C 4.36079 -0.56590 0.76713
N 3.21859 -1.14378 0.34179
H 5.97766 -0.67357 2.18401
N 0.72000 0.77215 0.59209
C -0.09016 -1.95233 -3.86057
H -0.36207 2.42587 2.67405
S 4.92181 0.86069 -0.03594
C -6.78869 -0.11727 1.06665
H 5.14465 -2.74426 3.26346
H 0.03465 -0.52526 2.04388
O 3.98080 -2.67034 -5.55453
C 1.23329 -1.24285 -3.57634
H 3.03398 -3.80892 2.39020
C 2.79186 -2.26884 0.91078
C -5.56035 0.18308 0.48377
C -2.44437 2.79129 1.29129
C 2.76595 -2.02766 -5.53991
Cl -5.55819 1.31368 -0.88075
N -1.84174 1.52525 1.56644
H -3.38112 2.59580 0.76500
H 1.42218 0.09660 0.30008
Cl -5.65279 -2.64094 3.96176
H -0.67062 4.00964 0.94986
C 1.23642 2.10871 0.32416
H -2.12796 4.62168 0.19175
H 0.97511 2.06999 -1.81207
H 4.29657 -2.71135 -4.64462
C -6.81640 -0.99821 2.14693
H 1.88245 -2.68297 0.48092
H 1.21164 3.68121 -1.13463
C -0.75250 1.41972 2.49439
Cl -8.31967 -1.40278 2.90736
C 0.37376 0.51420 1.98155
C 3.36844 -0.65044 -3.48753
C 0.71770 2.71999 -0.97278
S -1.08102 2.93916 -1.14762
H -1.06014 1.04003 3.48215
C -4.35313 -0.33180 0.90159
H -2.47459 0.73981 1.48731
H 0.99467 2.77244 1.15657
O 0.01676 -3.17328 -4.04877
C 3.43052 -2.89846 1.96193
H 3.12037 0.21727 -1.59785
```

Properties
Charge = -2
M = 793.7 g/mol
Spin multiplicity = 1
Lowest unoccupied orbital energy = 3.60 eV

# 2
Here is a structure of composition C22H21ClN2OPTl in a non-equilibrium geometry from OMol25. Energies are from wB97M-V/def2-TZVPD.

Structure (XYZ):
```
49
Properties=species:S:1:pos:R:3
C -4.14709 1.51819 4.98346
H -3.33370 3.34119 2.49901
H -4.98588 3.53503 4.45931
H -4.68108 1.19540 5.84296
H 0.70457 -5.93100 -0.57531
H 1.68229 -4.67981 1.34938
C -2.18235 0.76358 -3.33879
C 2.20182 0.20407 -0.40183
C -0.23801 0.30217 -1.95410
C -1.34748 0.99894 -4.43661
P 0.40336 -0.20384 -0.30100
C -1.63278 0.43556 -2.10123
C -0.06794 -2.74719 -1.53890
C 4.52943 -0.33416 -0.85884
H 0.22386 3.36106 1.30691
C 4.92795 0.90137 -0.34094
C -1.20341 -0.80681 2.20690
C 0.47136 -2.03382 -0.45516
H -1.77528 1.24979 -5.40873
C 0.02244 -4.14202 -1.57628
H 5.98785 1.16110 -0.30096
C 2.61194 1.46598 0.07375
C 0.59689 0.58322 -3.04599
H 1.87214 2.18594 0.43099
N -2.62791 1.59519 3.31060
C 3.17508 -0.67940 -0.89549
H 1.67928 0.53363 -2.92667
H 5.26890 -1.04184 -1.23739
N -3.40867 2.71336 3.29598
H 4.27147 2.77476 0.51039
Tl -0.89718 2.06292 1.60596
H 1.51355 -2.20981 1.44351
H -2.72634 -0.14127 4.55440
C 0.04056 0.91573 -4.28474
C 1.08818 -2.74488 0.59201
C -4.31745 2.71526 4.29023
H 0.62416 2.76126 2.12894
H -0.39611 -4.67784 -2.43145
H 2.87891 -1.64493 -1.30443
C -3.10982 0.83558 4.32692
H -3.26515 0.84347 -3.44640
H -2.28633 0.31993 -1.23506
Cl -2.63669 2.92162 0.13989
C 0.64213 -4.84035 -0.53553
O -1.45271 -1.90863 2.40765
H -0.54665 -2.20881 -2.35767
H 0.70165 1.11105 -5.13180
C 1.18547 -4.13440 0.54477
C 3.96077 1.80442 0.11738
```

Properties
Charge = +2
M = 600.2 g/mol
Spin multiplicity = 1
Lowest unoccupied orbital energy (alpha / beta) = -9.23 / -9.77 eV